Entry from the Open Molecules 2025 dataset: 5 unconnected molecules or ions with the total composition C12H36N2O7 (ωB97M-V/def2-TZVPD).

Summary:
molecular weight = 320.4 g/mol
HOMO level = -8.80 eV
structure (SMILES) = COCCNCCOC.COCCNCCOC.O.O.O
orbital gap = 8.979 eV
multiplicity = 1
energy = -1114.85495 hartree
LUMO energy = 0.0067 Eh

Each atom is followed by the atoms it is bonded to, with distances in Å.
Geometry (Å):
1 C -3.67 6.15 8.50  O2 1.426, H10 1.094, H11 1.093, H12 1.085
2 O -4.66 5.97 7.49  C1 1.426, C3 1.435
3 C -4.14 6.13 6.16  O2 1.435, C4 1.531, H13 1.092, H14 1.091
4 C -3.26 4.93 5.81  C3 1.531, N5 1.460, H15 1.098, H16 1.091
5 N -2.94 4.85 4.38  C4 1.460, C6 1.463, H17 1.016
6 C -2.15 3.66 4.08  N5 1.463, C7 1.537, H18 1.099, H19 1.088
7 C -1.70 3.66 2.61  C6 1.537, O8 1.410, H20 1.096, H21 1.097
8 O -0.70 2.67 2.51  C7 1.410, C9 1.397
9 C -0.09 2.68 1.25  O8 1.397, H22 1.088, H23 1.097, H24 1.097
10 H -2.95 6.93 8.24  C1 1.094
11 H -3.10 5.22 8.61  C1 1.093
12 H -4.21 6.40 9.41  C1 1.085
13 H -3.54 7.04 6.13  C3 1.092
14 H -5.07 6.10 5.59  C3 1.091
15 H -3.80 4.03 6.15  C4 1.098
16 H -2.34 5.03 6.38  C4 1.091
17 H -3.82 4.70 3.89  N5 1.016
18 H -2.73 2.73 4.14  C6 1.099
19 H -1.28 3.48 4.70  C6 1.088
20 H -1.36 4.67 2.32  C7 1.096
21 H -2.54 3.40 1.96  C7 1.097
22 H 0.61 1.87 1.05  C9 1.088
23 H 0.51 3.59 1.15  C9 1.097
24 H -0.77 2.60 0.40  C9 1.097
25 C 2.01 -6.70 -7.21  O26 1.422, H34 1.094, H35 1.091, H36 1.090
26 O 1.31 -5.52 -7.54  C25 1.422, C27 1.430
27 C 2.13 -4.39 -7.88  O26 1.430, C28 1.530, H37 1.098, H38 1.102
28 C 3.07 -3.86 -6.80  C27 1.530, N29 1.489, H39 1.094, H40 1.088
29 N 2.37 -3.11 -5.72  C28 1.489, C30 1.504, H41 1.018
30 C 1.68 -3.99 -4.72  N29 1.504, C31 1.512, H42 1.093, H43 1.096
31 C 1.02 -3.21 -3.61  C30 1.512, O32 1.413, H44 1.092, H45 1.101
32 O 2.00 -2.64 -2.76  C31 1.413, C33 1.402
33 C 1.42 -2.28 -1.53  O32 1.402, H46 1.098, H47 1.092, H48 1.096
34 H 2.96 -6.53 -6.69  C25 1.094
35 H 2.24 -7.32 -8.08  C25 1.091
36 H 1.38 -7.20 -6.47  C25 1.090
37 H 1.31 -3.73 -8.19  C27 1.098
38 H 2.70 -4.59 -8.80  C27 1.102
39 H 3.64 -3.10 -7.33  C28 1.094
40 H 3.78 -4.53 -6.32  C28 1.088
41 H 1.55 -2.79 -6.22  N29 1.018
42 H 2.31 -4.80 -4.33  C30 1.093
43 H 0.93 -4.51 -5.32  C30 1.096
44 H 0.29 -3.83 -3.09  C31 1.092
45 H 0.49 -2.40 -4.13  C31 1.101
46 H 0.71 -1.44 -1.56  C33 1.098
47 H 2.17 -1.91 -0.82  C33 1.092
48 H 0.92 -3.12 -1.03  C33 1.096
49 O -0.63 -2.02 1.18  H50 0.964, H51 0.963
50 H -0.58 -2.98 1.12  O49 0.964
51 H -1.58 -1.83 1.18  O49 0.963
52 O 1.92 -0.38 1.56  H53 0.961, H54 0.968
53 H 1.51 0.49 1.51  O52 0.961
54 H 1.18 -1.00 1.50  O52 0.968
55 O 4.66 -1.15 2.08  H56 0.962, H57 0.973
56 H 5.04 -1.33 1.21  O55 0.962
57 H 3.78 -0.80 1.89  O55 0.973

Results of the Mulliken charge analysis, in e, for atoms 1 through 5: -0.645 -0.394 -0.446 -0.567 -0.301